Below is C26H33GaN5OS as an isolated structure at a distorted geometry, with properties calculated with ωB97M-V/def2-TZVPD.

Each line ends with the Löwdin charge.
Geometry (Å):
Ga  0.07078  -0.01351  0.61522  0.423
C  -0.38828  0.29950  -6.02760  -0.047
C  -0.04866  -0.02498  -4.60645  -0.270
C  1.27047  0.02000  -4.15334  -0.014
C  1.57679  -0.30644  -2.82672  0.010
C  0.58724  -0.70268  -1.90500  -0.261
N  0.87391  -1.17133  -0.64842  0.007
C  1.83312  -2.15500  -0.57967  -0.194
C  2.01496  -3.12423  -1.59695  0.006
C  3.04421  -4.07085  -1.57660  -0.025
C  3.93790  -4.10836  -0.51359  -0.283
C  5.05341  -5.10539  -0.48176  -0.050
C  3.73134  -3.23367  0.55860  0.030
C  2.68617  -2.27865  0.54687  -0.084
N  2.49350  -1.45161  1.69747  -0.006
C  3.22995  -1.44033  2.87924  0.016
C  2.64718  -0.52244  3.72233  0.005
C  1.57338  -0.01624  2.98441  -0.128
N  1.48007  -0.56609  1.78125  -0.028
C  -0.75083  -0.62351  -2.34917  -0.106
C  -1.06231  -0.32266  -3.68957  0.042
N  -1.79080  -0.84525  -1.41072  0.001
C  -3.12653  -1.12850  -1.65396  0.022
C  -3.73908  -1.26207  -0.42858  -0.001
C  -2.71849  -1.00411  0.49696  -0.157
N  -1.56220  -0.71252  -0.08726  -0.105
H  0.49045  0.21673  -6.67553  0.083
H  -0.78102  1.31790  -6.09921  0.091
H  -1.13927  -0.40112  -6.40994  0.086
H  2.08198  0.28505  -4.82291  0.119
H  2.61627  -0.29858  -2.50326  0.130
H  1.33842  -3.12466  -2.45068  0.123
H  3.13585  -4.75788  -2.41126  0.120
H  5.34298  -5.40458  -1.49475  0.084
H  4.74836  -5.99594  0.07519  0.090
H  5.94244  -4.67552  -0.00737  0.084
H  4.40537  -3.31393  1.40270  0.106
H  4.08441  -2.07690  3.02188  0.123
H  2.95522  -0.26256  4.72207  0.115
H  0.84251  0.73064  3.26057  0.058
H  -2.09242  -0.28538  -4.02499  0.116
H  -3.49757  -1.26470  -2.65481  0.131
H  -4.76690  -1.52180  -0.23433  0.118
H  -2.75601  -1.00793  1.57704  0.134
C  -4.74170  4.30159  0.98275  -0.112
C  -3.33667  3.70706  1.00955  -0.299
C  -3.39225  2.17033  0.95398  -0.304
S  -1.74739  1.32989  0.92159  0.860
O  -1.32206  2.12584  -0.32294  -0.422
C  -1.24097  1.83312  2.62440  -0.378
C  -0.16140  2.92262  2.59186  -0.326
C  0.23976  3.33906  4.00358  -0.097
H  -4.67846  5.40942  1.02537  0.086
H  -5.32816  3.94494  1.85633  0.083
H  -5.26637  4.01126  0.04753  0.085
H  -2.84096  4.04148  1.94214  0.103
H  -2.77144  4.10398  0.14014  0.118
H  -3.92975  1.86442  0.03035  0.103
H  -3.98463  1.76599  1.80277  0.104
H  -0.88308  0.94091  3.18160  0.083
H  -2.11817  2.19309  3.20147  0.105
H  -0.53610  3.81418  2.04789  0.120
H  0.73921  2.54702  2.06282  0.093
H  -0.63797  3.74622  4.54930  0.089
H  1.02225  4.12515  3.95163  0.090
H  0.64583  2.46846  4.56138  0.075
H  0.40217  1.00609  1.81706  0.029

Atoms 1-3, force components in eV/Å:
2.72 -0.50 -0.50
-0.06 -0.14 -0.29
-0.16 -0.11 0.44

The total energy is -3682.10533 Ha. The highest occupied orbital energy comes out at -0.3668 hartree. Its total charge is +1.

Below is C26H33INOP2Ti as an isolated structure, with properties calculated with ωB97M-V/def2-TZVPD.

Each line ends with the Mulliken spin population.
Geometry (Å):
Ti  -1.07660  0.94115  -0.03468  1.919
C  2.06059  1.77499  -1.62479  0.026
P  1.41574  0.54713  -0.43793  -0.060
C  2.20190  -0.97794  -1.06302  0.019
C  2.37216  0.93054  1.08695  0.003
C  3.60642  0.36163  1.39195  -0.002
C  4.27441  0.70396  2.55883  0.001
C  3.72182  1.62579  3.43687  0.001
C  2.49330  2.19793  3.14722  -0.002
C  1.81134  1.84997  1.98436  -0.044
P  0.17124  2.53201  1.57122  0.074
C  0.24844  4.28720  2.04262  0.012
C  -0.95220  1.78526  2.82759  0.061
H  3.14845  1.73802  -1.68724  -0.003
H  1.74849  2.77493  -1.32248  0.006
H  1.62303  1.56370  -2.60180  0.003
H  3.26970  -0.84447  -1.23663  -0.001
H  1.73384  -1.23115  -2.01332  0.002
H  2.05081  -1.80050  -0.36601  -0.004
H  4.06196  -0.35318  0.71964  0.000
H  5.23312  0.25369  2.78040  0.000
H  4.24563  1.89660  4.34383  0.000
H  2.06423  2.91518  3.83694  0.000
H  1.04845  4.77231  1.48431  -0.001
H  0.42601  4.41816  3.10973  0.000
H  -0.69566  4.76228  1.77619  0.000
H  -1.68795  2.52938  3.13630  0.009
H  -0.42560  1.42423  3.71128  0.006
H  -1.51998  0.93956  2.41334  -0.033
I  -3.01552  3.03311  -0.65916  -0.008
C  -2.69499  2.75854  -2.73311  -0.031
C  -3.24884  3.67082  -3.57648  -0.002
C  -3.11418  3.47395  -4.96828  -0.004
C  -2.47869  2.36334  -5.43799  0.006
C  -1.92388  1.40445  -4.55296  -0.002
C  -1.32587  0.22087  -5.04889  0.018
C  -0.83930  -0.71373  -4.18456  -0.006
C  -0.86725  -0.46752  -2.79147  0.061
C  -1.38635  0.68090  -2.22906  -0.005
C  -1.98264  1.60457  -3.14454  -0.065
H  -3.79366  4.52561  -3.20004  0.001
H  -3.53894  4.19910  -5.64897  0.000
H  -2.39768  2.18905  -6.50406  0.000
H  -1.28489  0.06763  -6.12050  0.001
H  -0.41362  -1.63569  -4.56300  -0.001
H  -0.44741  -1.23234  -2.14201  0.018
O  -1.43615  -0.99986  0.63084  -0.037
C  -1.33332  -2.09439  1.22182  0.025
C  -0.36259  -2.27465  2.35570  0.015
C  0.72102  -3.32699  2.07197  0.003
C  0.26876  -4.77043  2.26722  0.000
C  -0.83478  -5.23102  1.32100  0.002
C  -2.13245  -4.44446  1.45332  -0.002
N  -2.09158  -3.11437  0.84356  0.015
H  -0.91548  -2.54975  3.25931  0.001
H  0.09162  -1.29887  2.52695  0.007
H  1.55696  -3.12807  2.74403  0.000
H  1.10105  -3.19136  1.05592  -0.001
H  -0.07246  -4.89593  3.30042  0.000
H  1.13184  -5.42731  2.14807  0.000
H  -1.06048  -6.27815  1.53067  0.000
H  -0.49586  -5.18354  0.28214  0.000
H  -2.41506  -4.35202  2.50539  0.001
H  -2.94134  -4.97522  0.95606  0.000
H  -2.69908  -2.92460  0.05903  -0.001

Atoms 1-3, force components in eV/Å:
-0.15 0.08 -0.53
-0.05 0.03 -0.01
0.14 -0.08 0.00

Its expectation value of S² is 2.008. The total energy is -2970.26242 Ha. The spin multiplicity is 3. The highest occupied orbital energy (spin up / spin down) comes out at -0.3424 / -0.3722 hartree. Its total charge is +1.